Computed, not measured: a cluster of 7 separate species, C36H92N6O13 in total, with ωB97M-V/def2-TZVPD.

Atoms and positions in Å:
1 C -4.30 0.18 2.56
2 O -3.20 0.03 3.38
3 C -2.00 0.60 2.87
4 C -0.77 -0.01 3.75
5 N -0.33 -1.25 3.12
6 C 0.68 -2.01 3.90
7 C 2.06 -1.42 4.19
8 O 2.07 -0.16 4.88
9 C 3.36 0.21 5.30
10 H -4.96 -0.58 2.98
11 H -3.99 -0.04 1.53
12 H -4.73 1.17 2.66
13 H -2.01 1.69 2.91
14 H -1.87 0.27 1.83
15 H -1.09 -0.28 4.76
16 H -0.04 0.76 3.99
17 H -1.24 -1.68 3.12
18 H 0.80 -2.95 3.36
19 H 0.20 -2.21 4.86
20 H 2.54 -1.45 3.21
21 H 2.53 -2.16 4.83
22 H 3.37 1.17 5.81
23 H 4.09 0.25 4.49
24 H 3.79 -0.52 5.99
25 C -3.99 -3.93 2.82
26 O -3.79 -3.25 1.53
27 C -2.61 -3.42 0.87
28 C -2.30 -2.27 -0.09
29 N -2.80 -2.46 -1.44
30 C -1.88 -3.31 -2.22
31 C -2.20 -3.38 -3.74
32 O -2.11 -2.08 -4.35
33 C -2.16 -1.96 -5.73
34 H -4.11 -5.00 2.63
35 H -4.98 -3.58 3.11
36 H -3.30 -3.59 3.59
37 H -2.58 -4.40 0.39
38 H -1.78 -3.33 1.57
39 H -1.21 -2.15 -0.11
40 H -2.79 -1.36 0.25
41 H -3.09 -1.62 -1.92
42 H -1.97 -4.37 -1.98
43 H -0.82 -3.04 -2.26
44 H -3.03 -4.02 -4.03
45 H -1.41 -3.98 -4.19
46 H -2.18 -0.94 -6.11
47 H -3.01 -2.46 -6.21
48 H -1.31 -2.47 -6.18
49 C -7.71 1.94 -7.16
50 O -6.62 1.40 -6.41
51 C -5.51 2.33 -6.22
52 C -4.67 1.97 -5.02
53 N -5.38 1.13 -4.12
54 C -4.48 0.46 -3.21
55 C -3.81 1.31 -2.05
56 O -2.89 0.56 -1.34
57 C -1.98 1.30 -0.46
58 H -8.38 1.12 -7.43
59 H -7.37 2.43 -8.07
60 H -8.36 2.60 -6.59
61 H -5.90 3.33 -6.01
62 H -4.87 2.36 -7.10
63 H -4.53 2.87 -4.42
64 H -3.70 1.78 -5.48
65 H -6.03 0.64 -4.71
66 H -3.57 0.10 -3.69
67 H -4.93 -0.41 -2.74
68 H -4.41 1.71 -1.23
69 H -3.24 2.14 -2.45
70 H -2.44 1.92 0.31
71 H -1.36 2.02 -1.00
72 H -1.27 0.64 0.04
73 C -4.65 4.23 1.22
74 O -3.39 4.80 0.99
75 C -3.25 6.19 1.38
76 C -1.97 6.70 0.79
77 N -0.86 5.90 1.27
78 C 0.56 6.08 0.89
79 C 1.42 4.99 1.65
80 O 1.65 3.76 0.90
81 C 0.74 2.64 1.12
82 H -5.44 4.78 0.70
83 H -4.84 4.27 2.29
84 H -4.68 3.16 1.04
85 H -3.27 6.25 2.46
86 H -4.12 6.67 0.93
87 H -1.84 7.69 1.25
88 H -1.93 6.82 -0.29
89 H -1.06 4.92 1.42
90 H 0.86 7.13 0.94
91 H 0.72 5.94 -0.18
92 H 0.99 4.72 2.61
93 H 2.47 5.27 1.80
94 H 1.04 1.99 1.94
95 H 0.97 1.99 0.28
96 H -0.29 2.97 0.99
97 C 3.73 0.37 0.75
98 O 4.82 -0.43 1.14
99 C 5.76 -0.85 0.15
100 C 6.67 -1.96 0.77
101 N 7.37 -1.65 2.04
102 C 8.54 -0.78 1.95
103 C 9.06 -0.44 3.34
104 O 8.03 -0.23 4.31
105 C 8.48 -0.25 5.71
106 H 4.10 1.33 0.38
107 H 2.96 0.49 1.50
108 H 3.15 -0.12 -0.04
109 H 6.31 0.01 -0.24
110 H 5.36 -1.21 -0.79
111 H 7.42 -2.24 0.03
112 H 5.98 -2.77 1.02
113 H 6.71 -1.05 2.52
114 H 8.07 0.05 1.42
115 H 9.35 -1.10 1.31
116 H 9.54 0.53 3.25
117 H 9.68 -1.24 3.75
118 H 7.65 -0.32 6.41
119 H 8.94 0.72 5.89
120 H 9.16 -1.05 6.01
121 C 0.36 -5.49 -0.36
122 O 1.01 -4.23 -0.21
123 C 2.39 -4.26 -0.43
124 C 3.00 -2.87 -0.77
125 N 2.12 -2.33 -1.88
126 C 2.76 -1.13 -2.42
127 C 2.24 -0.83 -3.84
128 O 1.51 0.43 -3.92
129 C 0.28 0.36 -3.24
130 H 1.04 -6.25 0.01
131 H 0.03 -5.67 -1.38
132 H -0.38 -5.48 0.45
133 H 2.61 -4.90 -1.28
134 H 2.97 -4.71 0.37
135 H 4.01 -3.02 -1.17
136 H 3.02 -2.25 0.13
137 H 1.33 -1.83 -1.52
138 H 3.84 -1.14 -2.50
139 H 2.47 -0.23 -1.88
140 H 1.66 -1.58 -4.37
141 H 2.99 -0.54 -4.58
142 H -0.39 -0.47 -3.43
143 H -0.30 1.27 -3.43
144 H 0.38 0.42 -2.16
145 O 0.79 -1.02 0.67
146 H 0.64 -0.78 1.58
147 H 0.78 -1.98 0.67

HOMO-LUMO gap ... 8.81 eV
SMILES ... COCCNCCOC.COCCNCCOC.COCCNCCOC.COCCNCCOC.COCCNCCOC.COCCNCCOC.O
Energy above the lowest of the compared OMol25 structures with the same formula, charge and spin ... 622.5 kJ/mol